The following is a quantum chemistry calculation of C27H17IN7O15Sr as an isolated structure in a non-equilibrium geometry, from OMol25.

Output
gap between HOMO and LUMO: 0.232 hartree
lowest unoccupied orbital energy: 0.894 eV
energy: -78346.2498 eV
max |F|: 3.64 eV/Å
spin multiplicity: 1
molar mass: 893.99 g mol⁻¹
total charge: -1

Geometry (Å):
Sr1 -0.886 -0.072 -0.056
C1 1.650 2.432 2.499
C2 1.816 0.976 2.816
N1 2.882 0.584 3.457
C3 3.053 -0.727 3.730
C4 2.186 -1.704 3.322
C5 2.508 -3.159 3.595
O1 3.809 -3.374 4.104
C6 1.012 -1.322 2.613
C7 0.122 -2.329 2.135
N2 -0.879 -2.198 1.322
C8 -1.665 -3.332 1.109
C9 -2.009 -4.183 2.175
C10 -2.779 -5.315 1.993
C11 -3.273 -5.628 0.736
C12 -2.978 -4.794 -0.328
C13 -2.185 -3.672 -0.144
I1 -1.727 -2.546 -1.877
C14 0.774 0.069 2.383
O2 -0.273 0.523 1.831
H1 2.565 2.965 2.748
H2 0.814 2.852 3.062
H3 1.408 2.565 1.444
H4 3.944 -0.967 4.294
H5 2.374 -3.745 2.679
H6 1.824 -3.557 4.351
H7 4.430 -3.065 3.433
H8 0.360 -3.340 2.470
H9 -1.667 -3.926 3.168
H10 -2.999 -5.952 2.839
H11 -3.879 -6.509 0.578
H12 -3.348 -5.017 -1.319
O3 -2.926 0.865 -0.075
C15 -2.591 1.298 -1.192
O4 -1.749 0.781 -1.953
C16 -3.249 2.569 -1.700
C17 -4.361 2.473 -2.520
C18 -4.940 3.626 -3.032
C19 -4.419 4.878 -2.762
C20 -3.310 4.950 -1.939
C21 -2.718 3.816 -1.401
N3 -2.748 6.265 -1.639
O5 -1.866 6.326 -0.806
O6 -3.197 7.223 -2.241
N4 -6.121 3.519 -3.882
O7 -6.563 2.409 -4.101
O8 -6.597 4.549 -4.322
H13 -4.780 1.509 -2.769
H14 -4.862 5.769 -3.179
H15 -1.846 3.909 -0.768
O9 5.771 1.728 -3.572
N5 5.800 0.759 -2.831
O10 6.797 0.085 -2.630
C22 4.585 0.386 -2.156
C23 3.433 1.138 -2.347
C24 2.276 0.795 -1.693
C25 2.141 -0.430 -0.930
O11 1.046 -0.844 -0.516
C26 3.404 -1.118 -0.721
C27 4.580 -0.703 -1.288
N6 3.445 -2.265 0.160
O12 2.492 -3.017 0.190
O13 4.485 -2.461 0.778
N7 1.164 1.702 -1.760
O14 1.046 2.414 -2.736
O15 0.431 1.785 -0.776
H16 3.462 2.017 -2.975
H17 5.496 -1.236 -1.077

Cartesian forces (eV/Å) of the 6 atoms listed first:
Sr -1.6 -2.2 0.1
C -0.1 -0.1 0.0
C -0.1 0.0 0.0
N 0.0 0.2 -0.1
C 0.1 -0.2 0.0
C 0.1 0.1 0.0